37
Properties=species:S:1:pos:R:3:forces:R:3 method="wB97M-V/def2-TZVPD" lumo_energy_ev=-4.7922 de_lowest_kj_mol=0.0 homo_energy_ha=-0.249
C -3.217 -2.877 1.023 -1.53 -0.62 0.42
P -2.327 -1.887 0.210 1.45 0.03 -1.06
O -1.843 -0.576 1.432 0.87 0.05 -0.95
Br -0.356 -2.903 -0.129 0.81 0.67 0.51
H -2.648 -3.550 1.587 0.45 -0.51 1.92
H -3.856 -3.389 0.382 -1.54 -0.76 -0.90
H -1.483 -1.151 2.127 -1.06 -1.70 -0.04
Li 0.147 -1.176 -1.518 0.46 1.33 -0.84
C 0.544 3.646 -1.363 0.55 0.15 -0.69
S 0.262 2.775 0.121 -1.11 0.77 0.50
O 0.572 1.300 -0.199 0.63 -2.56 0.44
C -1.476 2.921 0.142 0.18 0.23 -0.68
H 1.608 3.633 -1.587 0.11 -0.01 0.06
H -0.012 3.161 -2.164 -0.30 0.09 -0.15
H 0.209 4.672 -1.239 -0.18 0.05 0.04
H -1.898 2.506 -0.779 0.20 0.07 -0.10
H -1.746 4.104 0.265 -0.51 -0.14 1.26
H -1.862 2.387 1.005 -0.19 0.15 0.49
Al -0.439 0.315 2.716 -0.91 2.13 -0.26
C 1.588 -4.318 1.646 -0.10 0.73 0.63
O 2.056 -3.760 0.425 -1.13 -0.80 0.75
H 2.182 -5.131 2.091 0.33 0.28 -0.44
H 1.486 -3.543 2.499 0.21 -0.57 -0.88
H 0.572 -4.753 1.589 0.28 0.17 -0.33
F -2.695 -1.832 -1.325 -0.36 1.49 0.79
F -2.253 5.134 1.150 0.46 -0.43 -0.43
N -2.008 4.149 -4.228 0.08 0.41 0.45
O -1.887 5.078 -3.414 0.18 0.07 0.31
O -2.330 4.372 -5.386 -0.22 -0.05 -0.79
O -1.793 2.972 -3.848 0.25 -0.79 0.32
N 3.524 -2.060 1.249 1.03 1.12 0.37
H 4.327 -2.522 1.636 0.65 -0.01 -0.31
H 2.840 -2.885 0.690 -0.82 -1.31 -0.06
H 3.004 -1.656 1.992 1.90 -2.70 1.77
H 3.881 -1.239 0.473 1.09 -2.23 0.73
K 2.015 -0.410 1.440 -2.61 4.45 -1.86
Br 5.312 -1.507 -0.710 0.40 0.74 -0.97

27
Properties=species:S:1:pos:R:3:forces:R:3 method="wB97M-V/def2-TZVPD" total_charge=-1 lumo_energy_ev="2.8921 / 2.7661" s2=6.00 de_lowest_kj_mol=0.0 homo_energy_ha="-0.126 / -0.235" spin_multiplicity=5
Co -2.884 -0.501 2.775 1.46 1.05 0.40
B -2.258 1.020 4.480 -0.64 -0.19 0.24
H -3.201 0.662 4.864 -4.17 -0.66 1.53
H -2.272 1.329 3.446 -0.48 1.31 -4.46
H -1.789 1.797 5.064 1.68 2.71 2.10
H -1.714 0.090 4.524 2.86 -3.95 0.00
Cl -0.807 -0.221 1.412 -0.60 -0.29 0.11
C 2.514 -0.895 0.022 1.47 -1.12 3.05
C 3.798 -0.088 -0.126 -1.58 0.70 -2.28
O 3.507 1.336 -0.145 0.71 -1.00 -0.35
O 2.378 -0.935 1.492 -0.59 -0.08 -1.65
H 2.680 -1.903 -0.358 0.56 -0.55 0.35
H 1.629 -0.679 -0.576 -0.05 1.43 0.52
H 4.044 -0.467 -1.118 0.82 1.11 -0.66
H 4.672 -0.300 0.489 -0.63 -0.39 0.58
H 3.022 1.527 0.662 -0.13 -0.12 0.22
H 1.441 -0.906 1.695 -0.66 0.05 0.26
C -0.940 0.000 -2.465 0.06 -0.27 1.22
C -2.305 0.390 -2.948 0.10 -0.93 -0.03
O -2.385 0.359 -4.362 -0.05 0.17 -0.23
O -0.636 -1.410 -2.501 -0.45 0.12 -0.91
H -0.964 0.199 -1.394 0.52 0.83 0.08
H -0.178 0.510 -3.055 0.04 0.47 0.29
H -2.547 1.377 -2.552 0.00 0.03 -0.31
H -3.020 -0.338 -2.564 -0.22 0.07 0.41
H -2.063 -0.526 -4.546 0.00 -0.13 -0.55
H 0.279 -1.427 -2.213 -0.01 -0.41 0.05

35
Properties=species:S:1:pos:R:3:forces:R:3 method="wB97M-V/def2-TZVPD" lumo_energy_ev=0.0022 de_lowest_kj_mol=308.3 homo_energy_ha=-0.258
Mg -0.050 -1.472 -0.344 -0.16 -0.31 -0.91
Cl -0.765 -2.103 -2.526 -0.16 -0.15 -0.33
Cl 0.736 -3.504 0.591 0.17 -0.05 0.18
C -0.974 1.794 -0.998 1.68 -4.76 0.05
O -0.724 0.613 -1.026 -0.34 -1.96 -0.75
N -1.432 2.466 -1.970 -2.60 3.87 -4.31
N -0.603 2.479 0.018 1.39 3.57 4.89
H -1.754 2.091 -2.850 0.25 -0.19 0.42
H -1.295 3.462 -1.869 -0.39 -0.15 -0.71
H -0.980 3.397 0.207 0.29 -0.22 0.17
H -0.022 2.019 0.704 -0.52 0.15 -0.07
C 2.816 -1.126 -1.555 -0.12 1.56 -0.81
O 1.772 -0.908 -1.048 -3.24 1.56 1.87
N 3.166 -2.258 -2.014 1.36 -6.12 -1.22
N 3.663 -0.190 -1.908 2.91 3.41 -0.27
H 4.141 -2.521 -2.016 -0.29 -0.07 -0.24
H 2.500 -3.006 -1.888 0.03 -0.18 0.30
H 4.524 -0.474 -2.352 -0.35 0.46 -0.08
H 3.426 0.792 -1.892 0.04 -0.43 0.20
C -3.040 -0.994 0.609 5.71 -2.10 -2.66
O -1.851 -1.369 0.459 -2.24 0.28 1.01
N -3.530 -0.629 1.726 -0.93 1.54 6.37
N -3.931 -0.932 -0.310 -3.78 0.40 -3.45
H -2.979 -0.800 2.555 -0.16 0.22 -0.19
H -4.402 -0.129 1.827 0.35 -0.27 0.04
H -4.833 -0.731 0.099 -0.18 -0.22 -1.07
H -3.899 -1.178 -1.289 0.76 -0.09 0.32
C 1.094 0.331 1.997 -1.13 -1.15 -1.58
O 0.541 -0.250 1.098 -0.84 -0.66 0.21
N 1.936 1.264 1.785 4.11 4.38 -1.89
N 0.869 0.220 3.255 -2.45 -2.06 5.29
H 2.096 1.552 0.831 0.44 -0.13 0.28
H 2.363 1.732 2.572 0.11 0.17 -0.70
H 1.330 0.727 3.996 -0.12 -0.15 -0.45
H 0.090 -0.364 3.524 0.38 -0.15 0.10